No. 1
{
  "formula": "C24H41ClN2OSi4TeTi",
  "method": "ωB97M-V/def2-TZVPD",
  "species": ["Ti", "N", "C", "C", "C", "C", "C", "C", "C", "H", "H", "H", "H", "C", "C", "C", "O", "H", "H", "H", "H", "H", "H", "Cl", "C", "C", "C", "C", "N", "C", "H", "H", "H", "H", "C", "Si", "C", "C", "Si", "Te", "Si", "C", "C", "C", "Si", "C", "C", "C", "H", "H", "H", "H", "H", "H", "H", "H", "H", "H", "H", "H", "H", "H", "H", "H", "H", "H", "H", "H", "H", "H", "H", "H", "H", "H", "H"],
  "coordinates": [[2.0251, 0.3608, -0.1264], [1.4772, 0.3861, 7.2981], [1.5948, 0.4045, 6.1559], [1.7406, 0.4252, 4.7245], [1.9920, -0.7614, 4.0392], [2.1207, -0.7345, 2.6605], [1.9929, 0.4576, 1.9371], [1.7517, 1.6357, 2.6537], [1.6265, 1.6294, 4.0339], [2.0787, -1.6890, 4.5893], [2.3088, -1.6722, 2.1453], [1.6347, 2.5837, 2.1367], [1.4325, 2.5429, 4.5799], [5.7281, -1.7904, -0.0026], [4.5532, -1.4503, -0.8473], [4.2900, -2.2234, -2.0890], [3.7920, -0.5400, -0.5073], [5.8001, -2.8727, 0.1150], [5.6761, -1.2962, 0.9633], [6.6328, -1.4770, -0.5314], [5.2134, -2.5714, -2.5479], [3.6844, -1.6506, -2.7874], [3.7139, -3.1082, -1.7945], [1.1843, 4.8244, -3.6016], [2.1351, 4.1381, -2.3466], [3.1546, 4.8586, -1.7431], [3.8850, 4.2542, -0.7332], [3.5773, 2.9592, -0.3657], [2.5831, 2.2728, -0.9456], [1.8699, 2.8494, -1.9221], [3.3646, 5.8707, -2.0613], [4.6867, 4.7804, -0.2357], [4.1245, 2.4506, 0.4192], [1.0693, 2.2681, -2.3634], [-2.8929, -3.8543, -1.9249], [-3.1750, -2.0298, -2.2456], [-2.6165, -1.5850, -3.9782], [-4.9854, -1.5938, -2.0295], [-1.9068, -0.8150, -0.6831], [0.4733, -1.2634, -1.4967], [-2.1598, -1.5815, 1.5278], [-1.0851, -3.0928, 1.7883], [-3.9691, -2.0176, 1.7582], [-1.6899, -0.2441, 2.7577], [-2.1296, 1.5014, -0.8884], [-1.8485, 2.0434, -2.6637], [-0.7889, 2.2591, 0.2168], [-3.8041, 2.0859, -0.2860], [-3.4406, -4.4579, -2.6528], [-3.2350, -4.1433, -0.9290], [-1.8343, -4.1106, -2.0061], [-3.1517, -2.1969, -4.7088], [-1.5476, -1.7586, -4.1144], [-2.8209, -0.5377, -4.2083], [-5.5923, -2.1469, -2.7506], [-5.1644, -0.5295, -2.1969], [-5.3467, -1.8421, -1.0301], [-1.3498, -3.8984, 1.1006], [-1.1961, -3.4671, 2.8091], [-0.0336, -2.8505, 1.6244], [-4.2676, -2.8466, 1.1137], [-4.6210, -1.1689, 1.5393], [-4.1541, -2.3181, 2.7926], [-0.6622, 0.0978, 2.6200], [-1.7774, -0.6370, 3.7746], [-2.3525, 0.6211, 2.6819], [-1.0030, 1.5234, -3.1206], [-1.6698, 3.1209, -2.7180], [-2.7274, 1.8256, -3.2739], [0.0746, 1.5807, 0.2523], [-1.1255, 2.3467, 1.2510], [-0.4464, 3.2391, -0.1228], [-4.6086, 1.6653, -0.8923], [-3.8852, 3.1743, -0.3375], [-3.9767, 1.7872, 0.7503]],
  "atomic_forces_ev_per_a": [[0.2, -0.2, -0.1], [0.0, 0.0, 0.0], [0.0, 0.0, 0.0], [0.0, 0.0, 0.0], [0.0, 0.0, 0.0], [0.0, 0.0, 0.0], [0.0, 0.1, 0.2], [0.0, 0.0, 0.0], [0.0, 0.0, 0.0], [0.0, 0.0, 0.0], [0.0, 0.0, 0.0], [0.0, 0.0, 0.0], [0.0, 0.0, 0.0], [0.0, 0.0, 0.0], [0.0, 0.0, -0.1], [0.0, 0.0, 0.0], [-0.1, 0.1, 0.1], [0.0, 0.0, 0.0], [0.0, 0.0, 0.0], [0.0, 0.0, 0.0], [0.0, 0.0, 0.0], [0.0, 0.0, 0.0], [0.0, 0.0, 0.0], [0.0, 0.0, 0.0], [0.0, 0.0, 0.0], [0.0, 0.0, 0.0], [0.0, 0.0, 0.0], [0.0, 0.0, 0.0], [0.0, 0.1, -0.1], [0.0, 0.0, 0.0], [0.0, 0.0, 0.0], [0.0, 0.0, 0.0], [0.0, 0.0, 0.0], [0.0, 0.0, 0.0], [0.0, 0.0, 0.0], [0.0, 0.0, 0.0], [0.0, 0.0, 0.0], [0.0, 0.0, 0.0], [0.0, 0.0, 0.0], [0.0, 0.0, 0.0], [0.0, 0.0, 0.0], [0.0, 0.0, 0.0], [0.0, 0.0, 0.0], [0.0, 0.0, 0.0], [0.0, 0.0, 0.0], [0.0, 0.0, 0.0], [0.0, 0.0, 0.0], [0.0, 0.0, 0.0], [0.0, 0.0, 0.0], [0.0, 0.0, 0.0], [0.0, 0.0, 0.0], [0.0, 0.0, 0.0], [0.0, 0.0, 0.0], [0.0, 0.0, 0.0], [0.0, 0.0, 0.0], [0.0, 0.0, 0.0], [0.0, 0.0, 0.0], [0.0, 0.0, 0.0], [0.0, 0.0, 0.0], [0.0, 0.0, 0.0], [0.0, 0.0, 0.0], [0.0, 0.0, 0.0], [0.0, 0.0, 0.0], [0.0, 0.0, 0.0], [0.0, 0.0, 0.0], [0.0, 0.0, 0.0], [0.0, 0.0, 0.0], [0.0, 0.0, 0.0], [0.0, 0.0, 0.0], [0.0, 0.1, 0.0], [0.0, 0.0, 0.0], [0.0, 0.0, 0.0], [0.0, 0.0, 0.0], [0.0, 0.0, 0.0], [0.0, 0.0, 0.0]],
  "multiplicity": 2,
  "largest_force_ev_per_a": 0.352,
  "s2": 0.759,
  "e_homo_ha": [-0.3811, -0.3817],
  "de_lowest_kcal_mol": 0.0,
  "total_charge": 1
}

No. 2
{
  "formula": "C13H38Cl2O12",
  "method": "ωB97M-V/def2-TZVPD",
  "species": ["C", "C", "O", "O", "H", "H", "H", "H", "H", "H", "C", "C", "O", "O", "H", "H", "H", "H", "H", "H", "C", "C", "O", "O", "H", "H", "H", "H", "H", "H", "C", "C", "O", "O", "H", "H", "H", "H", "H", "H", "C", "C", "O", "O", "H", "H", "H", "H", "H", "H", "C", "C", "O", "O", "H", "H", "H", "H", "H", "H", "C", "Cl", "Cl", "H", "H"],
  "coordinates": [[14.9215, 9.9188, -15.5410], [14.9318, 8.4270, -15.8248], [15.1882, 7.7576, -14.6493], [13.7759, 10.2995, -14.7788], [15.1734, 10.3899, -16.4911], [15.6725, 10.2611, -14.8289], [15.6795, 8.1627, -16.5725], [13.9952, 8.1550, -16.3116], [15.1256, 6.8093, -14.7847], [13.7742, 9.6909, -14.0363], [27.0510, 1.5038, -15.2087], [25.9298, 1.4884, -14.1252], [26.4090, 2.0535, -12.8805], [27.1165, 2.8382, -15.7422], [26.7251, 0.7569, -15.9326], [28.0483, 1.3549, -14.7949], [25.6391, 0.4470, -13.9875], [25.0609, 2.0228, -14.5096], [25.6799, 1.9806, -12.2603], [27.6438, 2.7855, -16.5427], [30.6276, 2.5023, -22.3593], [29.5459, 3.6459, -22.5084], [29.6240, 4.6872, -21.5415], [30.3169, 1.6563, -21.2485], [31.6638, 2.8348, -22.4218], [30.2670, 1.8930, -23.1880], [28.5558, 3.2381, -22.3048], [29.5007, 3.9392, -23.5573], [28.9692, 5.3634, -21.7301], [30.6869, 0.7774, -21.3594], [18.3488, -1.0933, -12.3160], [17.9147, 0.2591, -12.9311], [16.7058, 0.7412, -12.3841], [19.0480, -0.7706, -11.0908], [18.9966, -1.6402, -13.0010], [17.5841, -1.7721, -11.9382], [17.8209, 0.2217, -14.0164], [18.6710, 1.0328, -12.7987], [16.7415, 0.7005, -11.4257], [19.2748, -1.6193, -10.7036], [19.5576, 16.9669, -16.6812], [19.0913, 15.4596, -16.7318], [19.4839, 14.9388, -17.9517], [20.8653, 17.0714, -16.2489], [18.9843, 17.7237, -16.1458], [19.5016, 17.3210, -17.7105], [18.0193, 15.4528, -16.5347], [19.4498, 14.9035, -15.8656], [20.4393, 15.0090, -17.8898], [20.9096, 16.8415, -15.3179], [22.8023, 12.2898, -11.2783], [21.7113, 13.1183, -10.5747], [21.6916, 14.4328, -11.0142], [24.0464, 12.3068, -10.6563], [22.9456, 12.6875, -12.2829], [22.4155, 11.2762, -11.3840], [21.8101, 13.1519, -9.4897], [20.7430, 12.6709, -10.7986], [21.2220, 14.9035, -10.3217], [24.5964, 12.6303, -11.3735], [23.2508, 6.8127, -17.0096], [22.7398, 8.5404, -17.0476], [21.7180, 5.7292, -17.1360], [24.0242, 6.5766, -17.7405], [23.6285, 6.5902, -16.0116]],
  "atomic_forces_ev_per_a": [[0.8, -0.5, 1.1], [0.4, 0.8, -1.2], [-0.1, -0.8, 1.5], [-0.9, 0.3, -1.3], [-1.2, 0.8, 0.1], [1.2, -0.7, -0.5], [0.4, 0.3, -0.2], [-0.5, 0.0, 0.3], [0.0, 0.0, 0.1], [0.0, -0.1, 0.1], [-1.0, 1.4, 1.2], [1.5, 0.0, 0.0], [-0.4, -0.4, -1.0], [-0.4, -0.4, -0.3], [0.4, 0.0, -0.3], [-0.2, -0.9, 0.2], [0.0, -0.2, 0.2], [0.0, 0.2, -0.1], [0.0, 0.1, 0.2], [0.1, 0.2, -0.1], [-2.8, 0.0, -0.3], [-0.2, -0.9, 1.3], [1.1, 0.3, -0.2], [0.2, 0.8, 0.8], [-0.1, 0.0, 0.1], [1.0, 0.1, -0.8], [0.0, -1.0, -0.3], [0.6, 0.6, 0.0], [0.0, -0.1, -0.1], [0.2, 0.1, -0.3], [0.6, 0.9, 0.7], [-0.1, -0.5, 0.3], [-0.5, 0.0, -0.3], [0.3, 0.1, -0.4], [0.2, 0.0, -0.1], [-0.8, 0.3, -1.0], [-0.5, -0.4, 0.0], [0.6, -0.3, 0.4], [0.2, 0.0, 0.1], [0.1, 0.1, 0.3], [-1.1, -0.6, -0.3], [-0.9, 2.5, 1.5], [0.0, -0.7, -0.2], [1.8, 0.0, 0.0], [-0.8, -0.6, 0.5], [0.3, -0.1, -0.2], [-0.3, -0.2, -0.9], [0.7, -0.1, 0.1], [0.3, -0.2, -0.5], [0.0, 0.0, 0.1], [-1.6, 0.4, -0.1], [0.1, -1.2, 0.0], [0.2, 1.4, -0.4], [0.8, 0.2, 0.0], [-0.6, 0.1, -0.2], [0.1, -0.2, 0.1], [0.4, -0.7, 0.2], [-0.2, -0.4, -0.1], [0.0, 0.5, -0.3], [0.7, 0.0, 0.6], [-1.4, -0.2, 0.9], [0.5, -1.0, -0.2], [1.7, 0.9, -0.2], [-0.6, 0.1, -0.3], [-0.1, 0.2, -0.2]],
  "largest_force_ev_per_a": 3.027,
  "e_homo_ha": -0.3631,
  "de_lowest_kcal_mol": 66.6
}

No. 3
{
  "formula": "C4H6N2",
  "method": "ωB97M-V/def2-TZVPD",
  "species": ["C", "N", "C", "C", "N", "C", "H", "H", "H", "H", "H", "H"],
  "coordinates": [[-1.6750, -0.0821, 0.0346], [-0.2360, 0.0361, 0.1665], [0.7223, -0.9579, 0.1820], [1.9036, -0.3264, -0.0926], [1.7130, 1.0233, -0.2634], [0.4283, 1.1930, -0.1017], [-2.0567, 0.9273, -0.1359], [-1.9348, -0.6956, -0.8325], [-2.1463, -0.5025, 0.9259], [0.5019, -1.9882, 0.4283], [2.8891, -0.7610, -0.1881], [-0.1093, 2.1341, -0.1232]],
  "atomic_forces_ev_per_a": [[-0.1, 0.0, 0.1], [0.2, 0.1, -0.2], [0.0, 0.0, 0.0], [0.1, -0.1, 0.1], [-0.1, -0.1, 0.1], [-0.1, 0.1, 0.0], [-0.1, -0.2, 0.1], [0.1, 0.1, 0.1], [0.1, 0.0, -0.1], [-0.1, 0.2, -0.2], [-0.1, 0.0, 0.1], [0.2, -0.1, -0.2]],
  "largest_force_ev_per_a": 0.283,
  "e_homo_ha": -0.3239,
  "de_lowest_kcal_mol": 9.3
}

No. 4
{
  "formula": "C16H18N2O3",
  "method": "ωB97M-V/def2-TZVPD",
  "species": ["C", "H", "O", "C", "C", "C", "N", "C", "O", "C", "C", "C", "C", "C", "H", "H", "H", "C", "H", "H", "C", "N", "C", "O", "C", "C", "C", "H", "H", "H", "H", "H", "H", "H", "H", "H", "H", "H", "H"],
  "coordinates": [[-5.4219, -0.1821, 0.2169], [-5.6679, 0.1950, -0.7809], [-4.4099, 0.5838, 0.8252], [-3.1871, 0.6425, 0.2355], [-2.2357, 1.4089, 0.8961], [-0.9507, 1.5359, 0.3818], [-0.0070, 2.2958, 1.0096], [1.3036, 2.4452, 0.6146], [2.0595, 3.1593, 1.2480], [1.6674, 1.7122, -0.5976], [0.7467, 0.9886, -1.2694], [-0.6023, 0.8815, -0.8178], [-1.5751, 0.1197, -1.4677], [-2.8480, -0.0034, -0.9595], [-3.5721, -0.6020, -1.4881], [-1.3149, -0.3860, -2.3860], [1.0243, 0.4449, -2.1635], [3.1251, 1.6946, -0.9329], [3.5621, 2.6717, -0.7268], [3.2819, 1.4324, -1.9811], [3.8080, 0.6586, -0.0178], [3.2457, -0.6597, -0.1933], [2.1871, -1.0923, 0.5417], [1.7674, -0.4938, 1.5117], [1.6075, -2.3883, 0.0796], [1.0184, -3.2954, 1.1291], [0.1139, -2.5546, 0.2099], [-0.4310, -1.7132, 0.6100], [-0.4036, -3.0939, -0.5689], [1.0842, -2.9487, 2.1487], [1.1408, -4.3605, 1.0046], [2.0952, -2.8478, -0.7710], [3.4648, -1.1358, -1.0542], [4.8805, 0.6195, -0.2216], [3.6428, 0.9450, 1.0225], [-0.2529, 2.7444, 1.8841], [-2.5121, 1.8989, 1.8164], [-6.2928, -0.0824, 0.8627], [-5.1419, -1.2382, 0.1496]],
  "atomic_forces_ev_per_a": [[-0.2, -0.1, -0.1], [0.0, 0.0, 0.0], [0.3, 0.2, 0.1], [0.3, 0.1, 0.1], [-0.2, -0.1, 0.0], [-0.3, -0.4, -0.5], [0.0, 0.2, 0.4], [-0.3, 0.0, 0.0], [0.2, 0.0, 0.1], [0.1, -0.2, -0.6], [0.4, 0.4, 0.2], [-0.4, 0.0, 0.2], [0.1, 0.2, 0.2], [-0.4, -0.1, 0.0], [-0.1, 0.0, 0.0], [0.0, -0.1, -0.1], [0.1, 0.0, -0.1], [-0.1, -0.1, 0.3], [0.0, 0.0, -0.1], [0.0, 0.0, 0.0], [0.0, 0.2, 0.0], [0.2, 0.0, -0.3], [0.1, -0.5, -0.2], [-0.2, 0.2, 0.3], [0.0, 0.0, 0.0], [0.0, -0.1, 0.1], [-0.1, 0.0, 0.0], [0.0, 0.1, 0.1], [0.0, -0.1, -0.1], [0.0, 0.1, 0.0], [0.0, 0.0, -0.1], [0.0, -0.1, 0.0], [-0.1, -0.1, 0.1], [-0.1, 0.0, 0.1], [0.1, 0.0, -0.1], [0.1, 0.0, -0.2], [0.0, 0.1, 0.1], [0.0, 0.0, -0.1], [0.0, 0.0, 0.0]],
  "largest_force_ev_per_a": 0.749,
  "e_homo_ha": -0.2927,
  "de_lowest_kcal_mol": 36.1
}